Entry 1:
A cluster of 2 separate species, C5H10O2 in total at a distorted geometry, computed with ωB97M-V/def2-TZVPD.

The geometry in XYZ format:
```
17
Properties=species:S:1:pos:R:3:forces:R:3
C -0.690 -1.727 -1.032 0.900 0.162 0.888
C -0.317 -0.601 -0.387 1.340 -0.900 -0.588
C 0.089 -0.625 1.026 -0.563 0.631 0.434
C 0.841 0.289 1.690 -1.357 -0.851 -1.260
C 0.674 0.378 3.152 0.966 -0.625 1.295
O 1.178 1.595 3.707 -0.113 -0.141 -0.388
H -0.907 -2.579 -0.403 0.035 -0.260 0.066
H -0.483 -1.994 -2.065 -0.849 0.759 -0.178
H -0.093 0.319 -0.918 0.142 -0.119 -0.177
H -0.346 -1.465 1.604 0.007 0.663 -0.128
H 1.456 1.027 1.206 -0.159 0.388 -0.281
H 1.206 -0.455 3.640 -0.218 -0.009 -0.056
H -0.386 0.262 3.357 -0.140 0.136 0.327
H 1.547 1.372 4.564 0.009 0.164 0.043
O -1.278 1.390 -6.762 0.055 -0.002 -0.142
H -2.014 1.334 -6.146 0.142 0.017 0.086
H -0.477 1.480 -6.236 -0.198 -0.015 0.059
```
Forces are in eV/Å.

The energy relative to the best compared isomer or geometry (same formula, charge and spin) is 76.0 kcal per mole. As for the HOMO energy: -0.3097 Ha. Its SMILES is C=C/C=C/CO.O.

Atom charges from the Löwdin analysis, given in e for atoms 1 to 2:
1. C 0.0023
2. C -0.1803

Entry 2:
A cluster of 2 separate species, C4H11NO2 in total at a distorted geometry, computed with ωB97M-V/def2-TZVPD.

The geometry in XYZ format:
```
18
Properties=species:S:1:pos:R:3:forces:R:3
C -0.761 2.936 -0.933 -2.129 0.803 -0.334
C 0.101 1.746 -0.917 1.970 -0.744 0.145
N -0.539 0.411 -0.807 -0.703 1.039 -0.556
C -0.209 -0.338 0.386 0.782 -0.133 0.111
C -1.309 -0.046 -1.840 -0.001 0.481 -0.341
O -1.421 0.514 -2.931 0.107 -0.588 1.362
H -0.196 3.873 -1.068 -0.081 -0.508 0.073
H -1.294 2.983 0.032 -0.004 0.234 -0.375
H -1.506 2.853 -1.742 0.204 0.262 0.314
H 0.704 1.933 -0.008 0.146 -0.860 -0.453
H 0.788 1.762 -1.786 -0.313 -0.215 0.329
H 0.878 -0.163 0.451 -0.300 -0.558 0.587
H -0.386 -1.424 0.308 -0.076 0.533 -0.244
H -0.681 0.030 1.312 0.013 0.016 -0.411
H -1.871 -0.975 -1.577 0.385 0.239 -0.209
O 2.809 -5.648 3.558 -0.755 0.886 0.450
H 1.893 -5.758 3.899 0.992 0.152 -0.357
H 2.999 -4.688 3.662 -0.237 -1.039 -0.091
```
Forces are in eV/Å.

The energy relative to the best compared isomer or geometry (same formula, charge and spin) is 26.7 kcal per mole. As for the HOMO energy: -0.3456 Ha. Its SMILES is CCN(C)C=O.O.

Atom charges from the Löwdin analysis, given in e for atoms 1 to 2:
1. C -0.1094
2. C -0.2501